[1]
ORCA calculation (the ωB97M-V functional and the def2-TZVPD basis) on a cluster of 13 separate species, C3H31NO13S in total at a distorted geometry.

Values from the calculation:
**Energy relative to the best compared isomer or geometry (same formula, charge and spin)**: 153.25 kJ/mol
**Net charge**: -2
**HOMO level**: -0.877 eV

Each line ends with the Mulliken charge.
Geometry (Å):
C: -1.019 -1.672 -0.977  0.174
C: -0.995 -2.855 -1.998  -1.151
S: -0.640 -4.486 -1.133  -0.693
N: 0.189 -0.871 -1.121  0.037
C: 0.785 -0.291 0.117  0.960
O: -0.010 0.672 0.693  -0.123
H: -1.921 -1.125 -1.193  -0.429
H: -1.210 -2.056 0.054  0.314
H: -0.224 -2.769 -2.780  0.329
H: -1.966 -2.764 -2.488  0.361
H: 0.224 -0.135 -1.798  0.038
H: 1.707 0.193 -0.214  -1.346
H: 0.960 -0.983 1.013  0.229
H: 2.243 -0.190 -2.468  0.360
H: 1.878 1.233 -2.199  0.324
O: 2.647 0.688 -2.415  -0.717
H: 1.547 -2.736 -1.355  0.199
H: 2.239 -4.060 -1.053  0.328
O: 2.313 -3.110 -0.893  -0.734
H: -0.770 1.270 -3.853  0.280
H: -1.204 1.845 -2.494  0.416
O: -0.410 1.643 -3.041  -0.607
H: -2.353 3.575 -1.466  0.289
H: -2.601 2.282 -0.853  0.333
O: -2.656 2.695 -1.726  -0.727
H: -1.958 1.169 1.930  0.360
H: -1.459 -0.156 1.630  0.275
O: -2.151 0.256 2.177  -0.876
H: 3.830 0.590 1.157  0.331
H: 3.392 0.647 -0.125  0.234
O: 4.171 0.257 0.308  -0.651
H: -0.255 -2.021 3.665  0.307
H: -1.269 -0.759 3.520  0.398
O: -0.723 -1.313 4.117  -0.686
H: -4.005 0.973 -0.889  0.328
H: -3.760 -0.410 -0.267  0.354
O: -4.449 0.224 -0.493  -0.661
H: 0.460 1.265 1.920  0.457
H: 1.636 2.359 2.592  0.260
O: 1.079 1.597 2.719  -0.785
H: -0.192 2.073 0.098  0.348
H: -0.841 3.559 0.418  0.340
O: -0.476 2.986 -0.264  -0.810
H: 2.296 -2.934 1.938  0.283
H: 2.801 -3.524 0.628  0.483
O: 3.020 -3.461 1.591  -0.698
H: 0.464 3.682 1.752  0.298
H: -0.382 3.076 2.943  0.369
O: 0.018 3.871 2.578  -0.702

***

[2]
ORCA calculation (the ωB97M-V functional and the def2-TZVPD basis) on an isolated molecule of C4H7ClS2 at a distorted geometry.

Values from the calculation:
**Energy relative to the best compared isomer or geometry (same formula, charge and spin)**: 64.00 kJ/mol
**HOMO level**: -9.324 eV
**Structure (SMILES)**: CC1(Cl)[C@H](S)[C@H]1S

Each line ends with the Mulliken charge.
Geometry (Å):
C: -0.471 1.606 1.274  -1.436
C: 0.127 0.673 0.282  0.658
C: 0.141 -0.792 0.561  -0.210
C: -0.739 -0.277 -0.548  -0.566
H: -1.183 1.096 1.931  0.372
H: -0.962 2.410 0.763  0.354
H: 0.342 2.066 1.867  0.391
H: -0.421 -1.088 1.439  0.366
H: 2.469 -1.049 0.763  0.129
H: -0.440 -0.459 -1.567  0.443
H: -2.646 -1.611 -0.606  0.123
S: 1.557 -1.813 0.123  -0.217
S: -2.543 -0.317 -0.299  -0.216
Cl: 1.427 1.497 -0.658  -0.190

***

[3]
ORCA calculation (the ωB97M-V functional and the def2-TZVPD basis) on a cluster of 2 separate species, C2O3 in total at a distorted geometry.

Values from the calculation:
**Energy relative to the best compared isomer or geometry (same formula, charge and spin)**: 24.89 kJ/mol
**HOMO level**: -12.408 eV

Each line ends with the Mulliken charge.
Geometry (Å):
C: 1.766 0.146 -0.042  0.133
C: -1.412 0.156 0.155  0.676
O: 2.609 -0.554 -0.285  -0.153
O: -0.677 -0.139 -0.672  -0.335
O: -2.286 0.391 0.844  -0.321

***

[4]
ORCA calculation (the ωB97M-V functional and the def2-TZVPD basis) on a cluster of 5 separate species, C2H15N2O4 in total at a distorted geometry.

Values from the calculation:
**Energy relative to the best compared isomer or geometry (same formula, charge and spin)**: 358.20 kJ/mol
**Net charge**: +1
**HOMO level**: -11.972 eV

Each line ends with the Mulliken charge.
Geometry (Å):
C: -0.180 -0.222 -0.875  -0.620
C: 0.475 0.690 -1.653  -0.143
N: 1.653 1.092 -1.137  -0.284
N: -1.258 -1.083 -1.277  -0.272
H: 0.367 -0.537 0.013  0.378
H: 0.144 1.044 -2.613  0.313
H: 2.152 1.868 -1.733  0.240
H: 1.949 0.608 -0.305  0.189
H: -1.875 -1.470 -0.607  0.343
H: -0.611 -1.875 -1.676  0.423
H: -1.972 -0.702 -2.006  0.399
H: 3.866 -0.386 0.977  0.304
H: 3.837 0.602 2.015  0.345
O: 3.547 0.492 1.018  -0.693
H: -1.982 2.687 -0.277  0.296
H: -0.525 2.139 -0.075  0.376
O: -1.502 1.845 -0.314  -0.639
H: 0.356 -2.100 2.771  0.310
H: 1.779 -2.080 3.446  0.298
O: 0.925 -2.384 3.504  -0.601
H: -4.533 -0.091 -0.206  0.360
H: -3.093 0.468 -0.105  0.325
O: -3.520 -0.334 -0.152  -0.647

***

The evaluated E for the records listed, in turn: -1563.94689, -1413.14271, -301.95396, -495.33579 Eh.